Entry from OMol25: a 12-piece molecular cluster, C35H72B6F24N10O2 overall (ωB97M-V/def2-TZVPD).

Last column: Mulliken charge in e.
Positions of all 149 atoms, in Å:
C  2.525  0.764  3.572  -1.274
C  1.986  0.804  4.935  -0.499
N  0.684  1.453  5.092  0.907
C  0.713  2.808  4.409  -0.949
C  -0.411  0.658  4.476  0.265
C  -1.880  1.086  4.738  -1.686
C  0.450  1.772  6.558  -0.856
C  0.513  0.660  7.607  -0.812
O  -0.715  -0.041  7.545  -0.212
C  -0.745  -1.274  8.285  -0.806
H  2.895  1.711  3.192  0.465
H  1.856  0.315  2.845  -0.121
H  3.397  0.121  3.669  0.477
H  2.701  1.320  5.585  0.362
H  1.850  -0.226  5.257  0.456
H  0.766  2.766  3.320  0.048
H  1.635  3.297  4.749  0.468
H  -0.126  3.429  4.701  0.448
H  -0.256  -0.401  4.723  0.310
H  -0.213  0.708  3.405  0.012
H  -2.435  0.565  3.955  0.444
H  -2.108  2.134  4.521  0.355
H  -2.234  0.831  5.733  0.348
H  -0.549  2.209  6.585  0.433
H  1.178  2.548  6.795  0.562
H  0.629  1.151  8.591  0.477
H  1.374  -0.004  7.467  0.424
H  -0.029  -1.998  7.882  0.328
H  -1.737  -1.710  8.156  0.254
H  -0.508  -1.105  9.345  0.300
C  -0.749  -6.540  -1.334  -0.975
C  -0.407  -5.900  0.089  -0.204
N  -1.591  -6.008  0.986  0.320
C  -1.918  -7.109  1.702  -0.331
C  -3.106  -6.810  2.330  -0.579
N  -3.508  -5.574  1.881  0.314
C  -2.517  -5.055  1.129  -0.145
C  -4.640  -4.862  2.309  -0.849
H  -1.452  -5.847  -1.805  0.152
H  -1.277  -7.503  -1.252  0.375
H  0.118  -6.743  -1.977  0.397
H  -0.146  -4.848  -0.015  -0.132
H  0.445  -6.293  0.647  0.451
H  -1.328  -8.016  1.775  0.459
H  -3.651  -7.366  3.081  0.446
H  -2.571  -4.093  0.624  0.336
H  -4.687  -3.928  1.758  0.195
H  -4.637  -4.701  3.385  0.369
H  -5.542  -5.409  2.034  0.361
C  -3.375  1.326  1.068  -0.887
C  -3.136  1.087  -0.443  0.794
N  -4.405  0.980  -1.276  0.692
C  -5.529  1.785  -1.188  -0.453
C  -6.326  1.430  -2.235  -0.787
N  -5.758  0.323  -2.811  0.345
C  -4.560  0.088  -2.290  -0.777
C  -6.188  -0.258  -4.014  -0.897
H  -4.147  2.103  1.124  0.363
H  -2.502  1.637  1.637  -0.199
H  -3.745  0.383  1.495  0.429
H  -2.569  0.188  -0.667  -0.060
H  -2.629  1.948  -0.855  -0.453
H  -5.585  2.563  -0.449  0.506
H  -7.284  1.833  -2.523  0.527
H  -3.843  -0.661  -2.611  0.785
H  -7.255  -0.068  -4.079  0.383
H  -6.067  -1.341  -3.933  0.264
H  -5.645  0.132  -4.882  0.318
C  -6.262  5.977  -3.558  -1.378
C  -5.382  5.293  -2.559  -0.170
N  -4.352  4.500  -3.162  0.351
C  -4.531  3.616  -4.126  -0.481
C  -3.315  3.076  -4.439  -0.574
N  -2.386  3.641  -3.604  0.277
C  -3.076  4.484  -2.795  -0.262
C  -0.954  3.339  -3.537  -1.083
H  -6.917  5.246  -4.029  0.358
H  -5.675  6.452  -4.357  0.352
H  -6.844  6.767  -3.094  0.409
H  -6.002  4.610  -1.967  0.070
H  -4.907  6.029  -1.904  0.470
H  -5.490  3.481  -4.597  0.491
H  -3.012  2.406  -5.227  0.537
H  -2.639  4.983  -1.948  0.419
H  -0.753  2.503  -2.866  0.288
H  -0.393  4.224  -3.245  0.555
H  -0.687  3.053  -4.558  0.285
C  9.269  -1.389  -2.711  -1.264
C  9.456  0.104  -2.759  -0.309
N  8.414  0.823  -2.108  0.238
C  8.010  2.119  -2.442  -0.688
C  6.919  2.374  -1.655  -0.296
N  6.711  1.292  -0.857  0.273
C  7.618  0.352  -1.123  -0.060
C  5.625  1.198  0.119  -0.679
H  10.074  -1.813  -3.316  0.387
H  8.316  -1.623  -3.185  0.331
H  9.317  -1.818  -1.700  0.361
H  9.345  0.375  -3.815  0.348
H  10.441  0.454  -2.453  0.321
H  8.470  2.722  -3.208  0.444
H  6.193  3.170  -1.656  0.463
H  7.593  -0.643  -0.693  0.305
H  5.709  0.252  0.656  0.334
H  4.686  1.271  -0.444  0.019
H  5.683  2.061  0.781  0.390
C  1.519  1.038  -0.941  1.170
C  0.686  -0.087  -1.412  0.532
O  -0.388  -0.006  -1.985  -0.793
N  1.204  -1.475  -1.180  2.110
H  2.235  -1.439  -1.299  -0.061
H  1.046  -1.644  -0.193  -0.583
C  0.650  -2.550  -1.950  -0.566
H  1.819  0.850  0.096  -0.377
H  0.980  1.982  -0.980  -0.858
H  2.431  1.102  -1.548  0.049
H  1.201  -3.437  -1.612  0.221
H  0.877  -2.346  -2.991  0.128
H  -0.415  -2.646  -1.738  0.201
B  3.207  3.717  -2.354  0.490
F  3.992  4.810  -2.880  -0.358
F  3.653  2.409  -2.974  -0.450
F  3.415  3.597  -0.904  -0.416
F  1.791  3.914  -2.601  -0.118
B  -3.815  -3.415  -1.477  0.356
F  -4.474  -4.448  -0.695  -0.340
F  -3.505  -2.340  -0.522  -0.303
F  -2.639  -3.914  -2.041  -0.276
F  -4.696  -2.879  -2.438  -0.273
B  2.013  -2.714  -5.423  0.389
F  1.423  -3.847  -4.728  -0.385
F  0.945  -1.763  -5.795  -0.436
F  2.897  -2.067  -4.520  -0.190
F  2.682  -3.187  -6.609  -0.389
B  -0.711  3.919  0.773  0.174
F  -0.348  2.553  1.095  -0.079
F  -0.587  4.677  1.963  -0.338
F  0.035  4.391  -0.314  -0.256
F  -2.137  3.918  0.355  -0.367
B  1.562  -2.058  1.868  -0.265
F  2.639  -1.350  1.352  0.041
F  1.287  -3.224  1.100  -0.096
F  1.612  -2.292  3.255  -0.312
F  0.341  -1.123  1.608  -0.534
B  4.780  -2.185  -1.511  0.429
F  5.300  -1.712  -0.188  -0.424
F  5.845  -2.354  -2.380  -0.254
F  4.023  -3.402  -1.288  -0.360
F  3.860  -1.158  -1.961  -0.451

Its HOMO-LUMO gap is 8.42 eV.



Entry from OMol25: C57H48I2NiOP3Si as an isolated structure (ωB97M-V/def2-TZVPD).

Last column: Mulliken spin population.
Positions of all 113 atoms, in Å:
Ni  -19.767  0.446  11.210  1.152
C  -16.302  3.472  15.444  0.017
C  -15.725  2.220  15.342  -0.008
C  -16.400  1.190  14.674  0.009
C  -17.683  1.416  14.153  0.015
C  -18.200  2.743  14.159  0.043
C  -17.544  3.752  14.846  -0.014
P  -18.712  0.115  13.432  0.084
C  -17.694  -1.394  13.692  0.024
C  -18.116  -2.491  14.472  0.013
C  -17.266  -3.582  14.634  -0.005
C  -16.017  -3.656  14.005  0.009
C  -15.642  -2.622  13.147  -0.004
C  -16.500  -1.530  12.966  0.020
C  -19.995  0.179  14.703  -0.016
C  -19.726  -0.187  16.052  -0.007
C  -20.705  -0.005  17.040  0.001
C  -21.915  0.629  16.700  0.003
C  -22.171  1.024  15.381  -0.009
C  -21.234  0.768  14.364  0.075
Si  -21.552  1.027  12.486  -0.090
C  -22.999  -0.148  12.078  0.022
C  -24.098  -0.389  12.941  0.001
C  -25.199  -1.131  12.520  0.001
C  -25.155  -1.761  11.270  0.000
C  -24.045  -1.602  10.433  0.003
C  -22.961  -0.785  10.818  -0.025
P  -21.537  -0.300  9.714  0.105
C  -22.541  0.677  8.482  0.013
C  -23.617  1.489  8.875  0.016
C  -24.365  2.219  7.948  -0.011
C  -24.082  2.106  6.583  0.017
C  -23.000  1.326  6.182  -0.008
C  -22.209  0.665  7.116  0.026
C  -21.036  -1.755  8.731  -0.006
C  -21.968  -2.277  7.823  0.006
C  -21.669  -3.383  7.044  0.001
C  -20.383  -3.948  7.062  0.002
C  -19.423  -3.441  7.947  0.001
C  -19.745  -2.345  8.763  0.005
C  -22.300  2.741  12.071  0.053
C  -23.473  3.202  12.703  -0.032
C  -24.239  4.226  12.124  0.003
C  -23.864  4.758  10.912  -0.001
C  -22.679  4.367  10.282  -0.004
C  -21.818  3.385  10.878  -0.008
P  -20.139  3.000  10.227  0.087
C  -20.113  3.432  8.452  0.038
C  -19.817  2.476  7.458  0.043
C  -19.765  2.805  6.097  0.003
C  -20.151  4.098  5.702  -0.002
C  -20.487  5.054  6.653  0.001
C  -20.455  4.727  8.022  -0.006
C  -19.170  4.430  10.842  0.002
C  -19.494  5.020  12.091  0.020
C  -18.856  6.194  12.500  -0.011
C  -17.758  6.696  11.790  0.016
C  -17.383  6.107  10.594  -0.009
C  -18.067  4.976  10.139  0.013
H  -15.777  4.288  15.956  0.002
H  -14.789  1.996  15.814  -0.001
H  -15.940  0.213  14.614  0.004
H  -19.162  2.923  13.695  0.006
H  -18.010  4.722  14.937  0.000
H  -19.118  -2.515  14.894  0.002
H  -17.601  -4.414  15.257  0.002
H  -15.370  -4.503  14.192  0.001
H  -14.683  -2.655  12.612  0.000
H  -16.255  -0.743  12.267  0.001
H  -18.750  -0.592  16.285  0.003
H  -20.517  -0.314  18.066  0.000
H  -22.642  0.840  17.453  -0.001
H  -23.095  1.530  15.145  -0.002
H  -24.079  0.017  13.946  -0.002
H  -26.014  -1.319  13.217  0.000
H  -26.010  -2.324  10.899  0.000
H  -23.980  -2.146  9.485  0.000
H  -23.875  1.575  9.926  0.005
H  -25.154  2.876  8.318  0.000
H  -24.709  2.618  5.856  0.001
H  -22.712  1.284  5.125  0.000
H  -21.311  0.161  6.779  0.002
H  -22.965  -1.841  7.745  0.001
H  -22.434  -3.783  6.383  0.000
H  -20.184  -4.794  6.405  0.000
H  -18.446  -3.916  8.032  0.000
H  -18.995  -1.952  9.447  0.008
H  -23.809  2.753  13.619  0.000
H  -25.161  4.542  12.639  0.001
H  -24.525  5.502  10.437  0.000
H  -22.389  4.775  9.300  -0.004
H  -19.618  1.447  7.760  0.021
H  -19.475  2.033  5.385  0.000
H  -20.185  4.395  4.655  0.000
H  -20.781  6.041  6.325  0.000
H  -20.644  5.509  8.752  0.001
H  -20.269  4.586  12.689  0.005
H  -19.243  6.707  13.376  -0.001
H  -17.194  7.536  12.177  0.001
H  -16.588  6.547  9.979  0.000
H  -17.710  4.460  9.247  0.004
I  -20.325  -2.158  12.024  0.189
I  -20.204  -5.236  13.042  0.064
C  -16.807  0.336  8.290  -0.001
O  -17.924  0.228  9.155  0.018
C  -18.143  1.004  10.224  -0.031
C  -16.932  1.755  10.705  0.022
H  -16.790  1.306  7.763  -0.001
H  -16.911  -0.437  7.513  0.001
H  -15.861  0.153  8.810  -0.001
H  -16.422  2.248  9.842  -0.006
H  -16.181  1.106  11.191  -0.001
H  -17.227  2.526  11.420  0.002

As for the expectation value of S²: 2.035. Its net charge is -1. Its HOMO-LUMO gap (alpha / beta) is 4.51 / 4.70 eV. As for the multiplicity: 3.



Entry from OMol25: an isolated molecule of C24H28N2O6S (ωB97M-V/def2-TZVPD).

Last column: Mulliken charge in e.
Positions of all 61 atoms, in Å:
C  -3.815  -2.657  2.175  -0.697
C  -4.857  -2.551  1.065  -0.459
O  -4.721  -1.365  0.311  -0.492
C  -3.647  -1.220  -0.518  0.551
C  -3.416  0.075  -0.983  -0.540
C  -2.344  0.342  -1.804  0.043
C  -1.481  -0.673  -2.203  0.180
C  -0.244  -0.339  -2.986  -1.515
C  0.841  0.167  -2.020  -0.226
N  1.393  -0.901  -1.215  0.485
C  0.925  -1.236  -0.003  0.077
O  -0.038  -0.738  0.540  -0.283
C  1.689  -2.383  0.652  -1.233
S  3.508  -2.333  0.514  1.206
O  3.865  -2.057  -0.861  -0.707
O  4.011  -3.557  1.073  -0.689
C  4.105  -0.941  1.548  -1.318
C  3.625  0.312  0.947  0.709
N  2.416  0.850  1.291  -0.438
C  2.257  1.884  0.516  0.485
C  1.075  2.714  0.435  -0.371
C  1.062  3.894  -0.304  -0.757
C  -0.123  4.600  -0.418  -0.676
C  -1.283  4.132  0.167  -0.613
C  -1.276  2.941  0.902  0.224
O  -2.464  2.538  1.408  -0.483
C  -2.514  1.292  2.075  -0.545
C  -0.083  2.250  1.057  0.354
O  3.300  2.069  -0.325  -0.401
C  4.167  1.063  -0.061  0.848
C  5.418  0.926  -0.845  -1.638
C  -1.738  -1.963  -1.773  -0.709
C  -2.805  -2.244  -0.937  -0.396
H  -3.952  -3.586  2.723  0.377
H  -2.810  -2.632  1.760  0.108
H  -3.919  -1.821  2.861  0.237
H  -4.824  -3.435  0.414  0.314
H  -5.860  -2.485  1.496  0.343
H  -4.082  0.862  -0.664  0.380
H  -2.162  1.356  -2.128  0.399
H  0.128  -1.214  -3.522  0.391
H  -0.456  0.451  -3.708  0.471
H  0.395  0.906  -1.349  -0.226
H  1.660  0.628  -2.576  0.553
H  2.239  -1.356  -1.538  0.340
H  1.456  -2.425  1.712  0.437
H  1.416  -3.329  0.186  0.377
H  5.188  -1.027  1.546  0.412
H  3.698  -1.100  2.541  0.460
H  1.965  4.243  -0.779  0.512
H  -0.146  5.521  -0.982  0.409
H  -2.214  4.665  0.062  0.472
H  -2.089  0.494  1.461  0.027
H  -3.571  1.098  2.250  0.233
H  -1.986  1.339  3.033  0.456
H  -0.022  1.325  1.602  0.738
H  5.441  -0.055  -1.319  0.324
H  5.456  1.700  -1.607  0.352
H  6.291  1.018  -0.200  0.355
H  -1.086  -2.770  -2.080  0.412
H  -2.959  -3.262  -0.616  0.362

Its SMILES is CCOc1ccc(CCNC(=O)CS(=O)(=O)Cc2nc(-c3cccc(OC)c3)oc2C)cc1. Its HOMO-LUMO gap is 8.69 eV.



Entry from OMol25: C33H46F14INbO11P as an isolated structure (ωB97M-V/def2-TZVPD).

Last column: Mulliken charge in e.
Positions of all 107 atoms, in Å:
C  -1.162  4.790  1.231  -1.136
C  -0.545  4.809  0.043  0.208
C  0.922  4.923  -0.077  -0.965
Nb  1.945  3.014  -0.793  -2.161
C  0.046  1.810  -1.002  -0.198
C  -0.572  1.327  0.323  0.273
C  0.032  0.037  0.848  0.166
F  -0.925  -0.963  0.945  -0.417
C  2.436  2.370  1.313  0.187
C  3.580  3.105  2.045  -1.356
C  4.689  2.198  2.544  0.631
F  5.849  2.900  2.634  -0.347
F  4.915  1.185  1.673  -0.261
C  4.363  1.583  3.928  0.560
F  3.269  0.795  3.780  -0.261
F  4.077  2.593  4.789  -0.300
C  5.484  0.759  4.587  0.641
F  5.904  -0.222  3.761  -0.291
F  6.537  1.578  4.824  -0.311
C  5.133  0.135  5.974  0.506
F  6.236  -0.581  6.308  -0.328
F  4.989  1.092  6.913  -0.268
C  3.938  -0.866  6.020  0.577
F  4.226  -1.773  6.982  -0.326
F  3.835  -1.543  4.864  -0.230
C  2.532  -0.243  6.401  0.739
F  2.514  1.086  6.320  -0.221
F  2.186  -0.624  7.642  -0.294
F  1.604  -0.728  5.553  -0.224
C  3.177  1.227  -1.562  -1.167
O  2.634  0.659  -2.799  0.124
C  2.999  -0.609  -3.037  0.456
C  1.890  -1.556  -3.374  -0.375
O  4.149  -0.991  -2.971  -0.648
P  1.839  3.734  -3.295  0.201
O  3.285  3.410  -4.056  -0.491
I  0.207  2.362  -4.532  -0.068
H  -0.619  5.138  2.093  0.332
H  -2.171  4.422  1.309  0.291
H  -1.106  4.695  -0.872  0.419
H  1.196  5.718  -0.776  0.567
H  1.345  5.205  0.890  0.346
H  3.531  3.982  -0.844  -0.034
H  -0.711  2.394  -1.517  0.648
H  0.253  0.959  -1.643  -0.106
H  -1.614  1.076  0.121  0.743
H  -0.603  2.095  1.088  -0.609
H  0.826  -0.307  0.193  -0.050
H  0.467  0.168  1.836  0.134
H  1.517  2.582  1.862  0.165
H  2.555  1.294  1.368  0.718
H  4.082  3.809  1.396  0.493
H  3.181  3.678  2.873  0.565
H  4.182  1.580  -1.782  0.694
H  3.235  0.428  -0.827  0.571
H  0.943  -1.051  -3.461  -0.256
H  2.116  -2.097  -4.284  0.273
H  1.812  -2.280  -2.574  0.354
H  3.928  3.275  -3.355  0.304
O  -0.865  -1.137  -2.012  -0.554
C  -1.832  -1.733  -2.368  0.340
O  -2.698  -1.237  -3.295  -0.379
C  -3.817  -2.126  -3.450  -0.524
C  -3.320  -3.479  -2.966  -0.125
C  -2.321  -3.082  -1.884  -0.334
H  -4.645  -1.749  -2.846  0.265
H  -4.119  -2.133  -4.496  0.334
H  -4.120  -4.125  -2.613  -0.060
H  -2.799  -3.994  -3.776  0.301
H  -2.799  -2.953  -0.914  0.266
H  -1.494  -3.781  -1.803  0.378
O  1.496  -3.869  -6.614  -0.613
C  0.863  -2.865  -6.756  0.519
O  -0.457  -2.790  -6.460  -0.343
C  -0.975  -1.497  -6.830  -0.423
C  0.233  -0.576  -6.868  0.450
C  1.344  -1.531  -7.300  -0.508
H  -1.459  -1.590  -7.807  0.278
H  -1.713  -1.191  -6.095  0.235
H  0.096  0.281  -7.524  0.491
H  0.443  -0.197  -5.867  -0.754
H  1.421  -1.612  -8.386  0.289
H  2.311  -1.273  -6.879  0.297
O  -3.908  4.278  4.488  -0.593
C  -2.980  3.535  4.597  0.490
O  -1.699  3.966  4.660  -0.397
C  -0.797  2.844  4.676  0.154
C  -1.624  1.671  5.184  -0.468
C  -3.013  2.018  4.651  -0.470
H  -0.430  2.685  3.659  -0.249
H  0.046  3.080  5.322  0.342
H  -1.246  0.706  4.852  0.304
H  -1.637  1.672  6.275  0.284
H  -3.168  1.642  3.639  0.214
H  -3.814  1.677  5.299  0.354
O  -4.696  -4.328  -0.020  -0.532
C  -5.670  -4.895  -0.409  0.545
O  -6.500  -4.365  -1.342  -0.339
C  -7.640  -5.219  -1.537  -0.430
C  -7.194  -6.597  -1.064  -0.500
C  -6.202  -6.242  0.043  -0.473
H  -8.470  -4.826  -0.946  0.273
H  -7.918  -5.200  -2.588  0.314
H  -8.020  -7.227  -0.740  0.326
H  -6.673  -7.114  -1.871  0.263
H  -6.692  -6.112  1.009  0.274
H  -5.393  -6.960  0.134  0.303

Its net charge is -1. Its HOMO-LUMO gap is 6.00 eV.



Ordered M results: 1185.85; 1182.52; 472.56; 1135.48; unit g mol⁻¹.
Ordered maximum force results: 0.057; 0.064; 0.027; 0.058; unit Eh/bohr.